Entry 1:
Computed, not measured: a cluster of 2 separate species, C6H10 in total, with ωB97M-V with the def2-TZVPD basis set.

Results
SMILES string = C=C=CC.C=C
Frontier orbital gap = 10.37 eV
Highest occupied orbital energy = -0.343 Ha
Strongest force on any atom = 0.4 eV/A
Energy relative to the best compared isomer or geometry (same formula, charge and spin) = 66.5 kcal per mole

Each line ends with the Löwdin charge.
Geometry (Å):
C (0.009, 0.730, -1.907)  -0.04
C (0.766, 0.335, -0.911)  -0.11
C (1.128, -0.116, 0.256)  -0.18
C (2.407, -0.416, 0.972)  -0.10
H (-0.352, 0.033, -2.660)  0.06
H (-0.318, 1.764, -1.999)  0.06
H (0.224, -0.325, 0.839)  0.06
H (3.309, -0.216, 0.393)  0.07
H (2.445, 0.172, 1.898)  0.07
H (2.405, -1.471, 1.273)  0.07
C (-1.828, -0.305, 0.910)  -0.12
C (-2.184, 0.140, -0.291)  -0.10
H (-1.676, -1.364, 1.103)  0.06
H (-1.653, 0.374, 1.740)  0.06
H (-2.332, 1.198, -0.489)  0.06
H (-2.351, -0.533, -1.126)  0.06

***

Entry 2:
Computed, not measured: an isolated molecule of C3H10N2OS in a non-equilibrium geometry, with ωB97M-V with the def2-TZVPD basis set.

Results
Frontier orbital gap = 8.83 eV
Highest occupied orbital energy = -0.296 Ha
Strongest force on any atom = 4.3 eV/A
Energy relative to the best compared isomer or geometry (same formula, charge and spin) = 112.8 kcal per mole

Each line ends with the Löwdin charge.
Geometry (Å):
C (-2.797, 0.112, -0.557)  -0.16
C (-0.473, -1.601, -0.152)  -0.15
C (0.837, 2.193, -0.626)  -0.27
N (-1.667, 0.179, -1.328)  -0.19
N (-0.434, -0.321, -0.881)  -0.27
O (1.658, 0.039, 0.726)  -0.57
S (0.345, 0.828, 0.491)  0.93
H (-3.102, 1.031, -0.066)  0.08
H (-2.444, -0.532, 0.171)  0.02
H (-3.643, -0.220, -1.205)  0.10
H (-0.357, -2.476, -0.701)  0.07
H (0.336, -1.647, 0.489)  0.02
H (-1.219, -1.587, 0.728)  0.10
H (1.554, 2.830, -0.004)  0.07
H (1.337, 1.955, -1.555)  0.05
H (-0.083, 2.733, -0.795)  0.02
H (-1.659, 0.762, -2.193)  0.15

***

Entry 3:
Computed, not measured: a cluster of 2 separate species, CH2INOS in total in a non-equilibrium geometry, with ωB97M-V with the def2-TZVPD basis set.

Results
Frontier orbital gap = 7.76 eV
Highest occupied orbital energy = -0.312 Ha
Strongest force on any atom = 5.0 eV/A
Energy relative to the best compared isomer or geometry (same formula, charge and spin) = 48.3 kcal per mole

Each line ends with the Löwdin charge.
Geometry (Å):
C (0.553, 0.685, -0.178)  -0.80
N (0.820, -0.519, -0.030)  0.07
O (-1.498, 0.576, 0.460)  -0.99
S (0.897, 2.190, -0.503)  0.81
I (-2.395, -1.018, -0.305)  0.78
H (-0.060, -1.116, 0.147)  -0.01
H (1.682, -0.798, 0.409)  0.14

***

So what do the calculations give for total energy? Going down the list: -6380.97478, -19132.13848, -23539.41467 eV.